38
Properties=species:S:1:pos:R:3:mulliken_charge:R:1 method="wB97M-V/def2-TZVPD" charge=-1 e_homo_ev=-6.3 spin_multiplicity=1 gap_ev=9.374
N 2.470 -1.500 1.078 -0.67
C 1.384 -0.680 0.556 1.79
C 1.573 -0.651 -1.002 -0.80
O 0.388 -0.959 -1.769 -0.53
C 1.540 0.697 1.211 -1.00
O 0.396 1.524 1.144 -0.76
H 2.628 -1.173 2.015 0.24
H 2.400 -2.491 0.839 0.27
H 0.364 -1.099 0.743 -0.49
H 1.938 0.316 -1.300 0.03
H 2.180 -1.526 -1.142 0.40
H -0.095 -0.175 -1.958 0.37
H 1.667 0.496 2.289 0.40
H 2.411 1.149 0.752 0.21
H 1.171 3.301 -1.148 0.38
H 2.626 2.729 -0.856 0.27
O 2.169 3.376 -1.374 -0.72
H 0.571 -2.439 2.990 0.30
H -0.830 -2.783 2.567 0.35
O -0.093 -3.091 3.143 -0.66
H -1.114 -2.252 -1.646 0.50
H -1.607 -3.274 -2.650 0.30
O -1.850 -2.872 -1.788 -0.71
H -1.610 0.079 2.424 0.33
H -0.998 0.709 1.305 0.21
O -1.702 0.001 1.508 -0.63
H -2.115 -1.888 1.154 0.36
H -2.054 -3.124 0.058 0.31
O -1.905 -2.823 1.013 -0.71
H -3.344 1.628 0.098 0.32
H -2.125 2.547 -0.373 0.45
O -3.154 2.465 -0.420 -0.71
H -1.540 1.364 -3.088 0.31
H -0.183 1.996 -2.878 0.32
O -0.616 1.165 -3.092 -0.70
H 0.052 2.195 0.154 0.50
H -0.580 3.935 -0.041 0.19
O -0.414 3.127 -0.513 -1.02

40
Properties=species:S:1:pos:R:3:mulliken_charge:R:1 method="wB97M-V/def2-TZVPD" charge=0 e_homo_ev=-8.9 spin_multiplicity=1 smiles=Cc1ccc([C@]2(C)CC[C@H](C(C)(C)O)OO2)cc1 gap_ev=9.687
C -0.207 4.101 3.541 -1.41
C -0.269 2.801 2.797 1.12
C -0.101 2.726 1.423 -0.99
C -0.288 1.475 0.759 -0.28
C -0.613 0.281 1.494 -0.45
C -0.808 -1.091 0.813 2.55
C -1.732 -1.975 1.653 -1.98
C 0.578 -1.847 0.672 -1.11
C 1.268 -1.460 -0.637 -0.74
C 0.325 -1.719 -1.875 -0.03
C 0.531 -0.623 -2.978 1.42
C 2.020 -0.593 -3.343 -1.75
C -0.253 -1.021 -4.255 -1.79
O 0.124 0.667 -2.582 -0.64
O -1.034 -1.894 -1.442 -0.36
O -1.425 -0.895 -0.470 -0.38
C -0.716 0.383 2.904 -0.81
C -0.584 1.659 3.511 -0.98
H -1.131 4.676 3.446 0.28
H -0.113 3.928 4.624 0.35
H 0.678 4.708 3.199 0.34
H 0.202 3.614 0.836 0.34
H -0.104 1.401 -0.282 0.47
H -2.125 -2.751 0.975 0.44
H -2.574 -1.396 2.103 0.40
H -1.190 -2.455 2.479 0.38
H 0.393 -2.907 0.697 0.49
H 1.255 -1.569 1.513 0.35
H 2.216 -1.986 -0.748 0.44
H 1.564 -0.401 -0.575 0.29
H 0.605 -2.670 -2.356 0.58
H 2.581 -0.117 -2.572 0.44
H 2.422 -1.601 -3.435 0.35
H 2.177 -0.048 -4.289 0.41
H -0.288 -0.145 -4.926 0.41
H 0.217 -1.872 -4.759 0.35
H -1.245 -1.297 -3.957 0.40
H -0.735 0.582 -2.052 0.37
H -0.888 -0.465 3.525 0.39
H -0.733 1.797 4.570 0.30

107
Properties=species:S:1:pos:R:3:mulliken_spin:R:1 method="wB97M-V/def2-TZVPD" charge=+1 e_homo_ev="-10.5 / -10.7" s2=3.828 spin_multiplicity=4 gap_ev="7.008 / 7.046"
Cr 0.433 -0.320 -0.593 3.37
C -0.249 1.368 2.242 -0.01
P 0.266 -0.353 1.825 -0.04
C -1.330 -1.234 2.011 -0.05
N -2.089 -0.827 2.990 0.00
C -3.353 -1.284 3.077 0.00
C -4.206 -0.804 4.086 0.00
C -5.514 -1.205 4.109 0.00
C -6.015 -2.082 3.131 0.00
C -5.206 -2.578 2.143 0.00
C -3.855 -2.190 2.097 0.00
N -3.058 -2.579 1.081 0.00
C -1.834 -2.126 1.018 0.01
P -0.906 -2.510 -0.523 0.02
C -2.198 -2.295 -1.833 -0.02
C -0.870 -4.426 -0.409 0.01
C -0.547 -4.912 1.005 0.00
C 0.187 -4.888 -1.408 -0.01
C -2.217 -5.041 -0.796 0.00
C 1.276 -0.737 3.405 -0.01
C 2.431 0.267 3.380 0.00
C 1.849 -2.150 3.442 0.01
C 0.424 -0.572 4.666 -0.01
H -0.483 1.493 3.294 -0.01
H -1.125 1.646 1.660 0.02
H 0.580 2.019 1.961 0.00
H -3.800 -0.113 4.808 0.00
H -6.177 -0.833 4.874 0.00
H -7.057 -2.357 3.162 0.00
H -5.581 -3.244 1.383 0.00
H -1.891 -2.902 -2.682 0.00
H -2.223 -1.257 -2.169 0.00
H -3.188 -2.604 -1.506 0.00
H 0.345 -4.445 1.406 0.00
H -0.381 -5.987 0.981 0.00
H -1.380 -4.717 1.677 0.00
H 1.187 -4.599 -1.105 0.00
H 0.007 -4.466 -2.397 0.00
H 0.164 -5.972 -1.496 0.00
H -3.023 -4.646 -0.182 0.00
H -2.150 -6.113 -0.612 0.00
H -2.456 -4.914 -1.848 0.00
H 2.963 0.232 2.428 0.00
H 3.141 0.030 4.170 0.00
H 2.085 1.284 3.539 0.00
H 2.600 -2.300 2.675 0.00
H 1.072 -2.899 3.320 0.00
H 2.323 -2.307 4.409 0.00
H 0.070 0.441 4.819 0.00
H 1.037 -0.829 5.528 0.00
H -0.432 -1.242 4.664 0.00
Cl 0.538 -0.196 -2.893 -0.02
C 1.731 0.976 -3.328 0.01
C 2.071 1.146 -4.658 0.00
C 3.046 2.071 -4.993 0.00
C 3.688 2.799 -4.005 0.00
C 3.325 2.636 -2.679 0.00
Cl 4.099 3.554 -1.453 0.00
C 2.325 1.720 -2.307 0.02
S 1.851 1.565 -0.639 -0.09
H 1.584 0.555 -5.417 0.00
H 3.304 2.230 -6.027 0.00
H 4.474 3.495 -4.254 0.00
F 6.995 -0.357 -0.830 0.00
C 6.072 -1.224 -1.268 0.00
C 5.300 -1.887 -0.388 0.00
N 4.356 -2.783 -0.796 0.00
C 3.384 -3.291 0.136 0.00
C 2.130 -2.393 0.124 -0.07
O 1.182 -2.654 0.876 -0.03
O 2.136 -1.417 -0.661 -0.04
C 4.085 -2.995 -2.141 0.00
O 3.177 -3.700 -2.509 0.00
N 4.942 -2.355 -2.999 0.00
C 5.943 -1.424 -2.710 0.00
O 6.571 -0.893 -3.586 0.00
H 5.402 -1.737 0.677 0.00
H 3.812 -3.341 1.139 0.00
H 3.087 -4.301 -0.164 0.00
H 4.817 -2.575 -3.982 0.00
C 0.801 5.373 -1.174 0.00
C -0.322 5.239 -0.146 0.00
N -1.611 5.556 -0.717 0.00
C -1.992 6.963 -0.817 0.00
C -1.882 7.545 -2.221 0.00
C -2.473 4.669 -1.242 0.00
O -3.459 5.003 -1.877 0.00
C -2.366 3.200 -0.882 0.00
C -3.585 2.689 -0.424 0.01
C -3.685 1.336 -0.176 -0.01
C -2.558 0.554 -0.341 0.02
N -1.366 1.013 -0.734 -0.11
C -1.301 2.321 -1.048 0.03
H 1.723 4.971 -0.767 0.00
H 0.964 6.413 -1.439 0.00
H 0.549 4.826 -2.081 0.00
H -0.144 5.919 0.693 0.00
H -0.339 4.221 0.249 0.00
H -1.369 7.526 -0.118 0.00
H -3.037 7.037 -0.498 0.00
H -0.869 7.463 -2.603 0.00
H -2.163 8.594 -2.188 0.00
H -2.563 7.027 -2.891 0.00
H -4.425 3.351 -0.279 0.00
H -4.612 0.880 0.135 0.00
H -2.645 -0.500 -0.152 -0.02
H -0.348 2.667 -1.429 0.00